No. 1
DFT (wB97M-V/def2-TZVPD) results for 5 unconnected molecules or ions with the total composition C40H66Br2F16INO10P.

## Properties
**Net charge**: -1
**Frontier orbital gap**: 7.383 eV
**Energy**: -9755.78883 Eh

Each line ends with the Mulliken charge.
Cartesian coordinates (Å):
C  -1.174  -1.158  -5.551  -1.241
C  -2.405  -0.748  -4.591  -0.066
C  -2.962  -2.059  -3.867  -0.578
C  -3.609  -1.787  -2.436  -0.862
C  -2.697  -2.313  -1.224  -0.693
C  -2.115  -1.045  -0.467  -0.948
C  -0.881  -1.392  0.523  -0.364
C  -0.369  -0.063  1.203  -0.938
P  1.498  0.395  1.107  1.652
N  3.220  0.780  1.316  -0.340
C  4.200  -0.233  0.909  0.156
C  5.628  0.539  0.805  -0.630
C  6.549  0.000  -0.376  -0.373
C  6.679  1.213  -1.434  -0.959
C  1.495  0.402  -0.795  -0.931
Br  2.743  1.792  -1.570  -0.126
C  1.807  -0.936  -1.590  0.177
C  0.605  -1.368  -2.579  -0.631
Br  3.351  -0.670  -2.882  -0.184
C  0.989  2.300  1.259  0.847
F  0.125  2.399  2.397  -0.374
F  0.256  2.826  0.196  -0.391
C  2.158  3.312  1.569  0.326
F  2.568  3.308  2.921  -0.311
F  1.583  4.622  1.414  -0.337
O  1.867  -1.322  1.319  -0.294
C  1.839  -1.856  2.621  -1.184
I  0.635  -3.671  2.981  -0.141
C  1.771  -0.591  3.641  0.560
C  1.224  -0.747  5.108  0.272
C  -0.342  -0.949  5.244  -1.088
C  2.095  -1.823  5.924  -0.442
C  3.475  -1.162  6.436  -0.522
C  4.694  -1.601  5.468  -0.795
O  1.366  0.528  2.875  -0.576
H  -1.412  -0.921  -6.636  0.274
H  -0.276  -0.514  -5.293  0.274
H  -0.946  -2.257  -5.434  0.327
H  -3.268  -0.346  -5.215  0.225
H  -2.132  0.082  -3.875  0.342
H  -3.797  -2.471  -4.542  0.140
H  -2.183  -2.877  -3.786  0.465
H  -3.878  -0.710  -2.243  0.424
H  -4.566  -2.405  -2.394  0.359
H  -1.842  -2.975  -1.543  0.331
H  -3.357  -2.954  -0.555  0.442
H  -1.890  -0.159  -1.130  0.373
H  -2.940  -0.695  0.243  0.488
H  -0.177  -2.026  -0.066  0.246
H  -1.363  -2.054  1.315  0.295
H  -0.658  -0.134  2.298  -0.555
H  -1.063  0.757  0.809  0.786
H  3.477  1.012  2.278  0.480
H  4.064  -0.716  -0.091  -0.321
H  4.410  -1.043  1.689  -0.181
H  5.444  1.660  0.747  0.270
H  6.157  0.385  1.805  0.296
H  6.193  -0.954  -0.853  0.333
H  7.598  -0.105  0.060  0.291
H  7.433  1.015  -2.242  0.339
H  5.632  1.408  -1.801  0.090
H  6.965  2.129  -0.820  0.315
H  0.434  0.678  -1.102  0.741
H  2.091  -1.868  -1.053  0.481
H  1.018  -1.627  -3.606  0.653
H  -0.140  -0.543  -2.748  -0.234
H  0.127  -2.330  -2.212  -0.075
H  3.024  3.310  0.861  0.101
H  2.888  -2.276  2.778  0.528
H  2.893  -0.404  3.828  -0.606
H  1.459  0.240  5.627  0.358
H  -0.953  -0.594  4.371  0.286
H  -0.577  -2.012  5.553  -0.068
H  -0.674  -0.316  6.134  0.336
H  1.503  -2.228  6.801  0.217
H  2.402  -2.705  5.296  0.227
H  3.457  -0.038  6.405  0.251
H  3.720  -1.591  7.449  0.358
H  4.317  -2.153  4.552  0.169
H  5.423  -2.291  5.983  0.335
H  5.249  -0.691  5.078  0.202
C  0.282  -8.692  8.172  -1.135
C  0.099  -7.493  9.081  -0.212
O  0.136  -6.271  8.331  -0.300
C  -0.998  -5.947  7.687  -0.019
O  -2.000  -6.603  7.706  -0.524
C  -0.835  -4.611  6.970  1.277
F  0.320  -4.536  6.286  -0.191
F  -0.842  -3.580  7.835  -0.278
F  -1.817  -4.380  6.092  -0.245
H  1.200  -8.593  7.588  0.303
H  0.333  -9.614  8.755  0.378
H  -0.541  -8.779  7.461  0.323
H  0.924  -7.444  9.795  0.319
H  -0.824  -7.563  9.660  0.325
C  -5.840  -0.647  -10.022  -1.299
C  -5.465  -0.559  -8.555  0.111
O  -5.252  -1.867  -8.002  -0.336
C  -4.059  -2.420  -8.269  0.489
O  -3.201  -1.902  -8.924  -0.524
C  -3.939  -3.776  -7.582  0.704
F  -5.031  -4.542  -7.751  -0.274
F  -3.764  -3.640  -6.258  -0.213
F  -2.905  -4.495  -8.036  -0.261
H  -6.706  -1.299  -10.157  0.328
H  -6.077  0.342  -10.418  0.407
H  -5.026  -1.070  -10.613  0.319
H  -6.287  -0.112  -7.994  0.434
H  -4.590  0.071  -8.399  0.155
C  -0.643  5.693  3.834  -0.737
C  0.271  6.882  3.616  -0.175
O  -0.454  8.119  3.760  -0.318
C  -0.670  8.527  5.017  0.350
O  -0.309  7.941  5.998  -0.506
C  -1.403  9.866  5.018  0.877
F  -2.442  9.883  4.165  -0.248
F  -0.593  10.877  4.657  -0.256
F  -1.895  10.179  6.224  -0.248
H  -1.507  5.747  3.167  0.309
H  -0.111  4.759  3.645  0.004
H  -1.028  5.672  4.855  0.359
H  0.657  6.863  2.596  0.243
H  1.132  6.857  4.287  0.309
C  0.254  3.829  -7.322  -1.135
C  -0.888  4.711  -7.785  -0.184
O  -2.095  3.948  -7.941  -0.332
C  -2.766  3.682  -6.810  0.358
O  -2.425  4.033  -5.719  -0.512
C  -4.043  2.906  -7.121  0.934
F  -3.834  1.890  -7.980  -0.347
F  -4.982  3.691  -7.680  -0.284
F  -4.599  2.371  -6.029  -0.245
H  0.385  2.985  -8.003  0.304
H  1.186  4.396  -7.280  0.376
H  0.059  3.414  -6.332  0.329
H  -0.656  5.130  -8.765  0.313
H  -1.050  5.552  -7.106  0.322

Cartesian forces, eV/Å:
-0.442 1.106 0.049
-0.025 -0.886 -0.597
-1.112 0.630 -0.058
0.035 -1.676 0.131
-0.242 1.066 -0.099
-0.244 -0.738 1.756
-2.029 0.145 -0.727
-1.784 -0.238 -0.344
-1.221 0.013 2.930
0.498 -0.995 -0.750
2.638 0.914 0.035
-0.290 -0.868 0.561
0.997 2.061 0.357
-0.607 -0.501 1.143
0.128 -0.593 -1.129
-1.489 1.102 1.265
-0.921 -0.576 -1.878
0.611 -0.485 -0.369
0.075 -1.851 -0.045
-0.153 0.359 1.316
0.540 0.813 -1.901
0.663 -0.481 0.850
-0.627 2.017 0.319
-0.448 -0.478 -2.135
0.615 -1.199 0.256
-0.697 -1.387 1.072
2.660 1.873 -0.437
-0.100 0.380 -0.297
1.696 0.272 -0.709
-0.309 0.326 0.027
0.100 0.133 1.305
0.423 0.792 0.123
0.498 -1.265 -1.098
-0.147 0.204 -0.241
0.094 -1.646 1.918
0.238 -0.493 1.204
-0.896 -1.043 -0.280
-0.065 1.285 -0.216
1.091 -0.317 0.688
-0.141 -1.088 -0.625
1.428 0.658 1.177
-0.739 1.057 -0.034
0.299 -1.049 -0.427
1.009 0.975 -0.075
-0.933 0.637 -0.024
0.979 0.937 -0.505
-0.077 -1.119 0.365
0.902 -0.138 -1.016
-0.128 0.678 0.770
0.892 0.621 -1.000
0.616 0.162 -1.421
1.105 -0.782 0.390
-0.672 0.056 -0.316
-0.488 0.546 0.941
-0.737 0.678 -1.004
0.152 -1.417 -0.285
-0.533 0.168 -1.195
0.305 0.957 0.561
-1.259 -0.421 -0.681
-0.895 0.253 0.645
1.205 -0.147 -0.117
-0.097 -1.094 -0.946
1.574 0.067 0.417
-0.032 1.292 0.159
-0.443 0.344 1.377
0.606 -0.871 0.446
0.296 1.426 -0.272
-0.771 -0.449 0.944
-1.530 -0.006 -0.079
-1.014 -0.537 -0.157
-0.291 -1.071 -0.885
0.780 -0.568 0.685
0.101 1.157 -0.815
0.310 -0.746 -1.093
0.586 0.632 -1.018
-0.639 0.788 0.539
-0.284 -1.141 0.479
-0.352 0.896 -0.838
0.372 0.633 1.073
-0.709 0.798 -0.473
-0.513 -1.107 0.546
-0.065 0.022 -0.308
0.106 -0.636 0.279
-0.353 0.587 -0.305
0.285 -1.062 0.865
0.035 0.471 -0.269
0.271 1.459 -1.192
-0.256 -0.473 0.459
-0.030 -0.425 0.302
0.015 -0.513 0.390
0.017 -0.014 0.147
0.010 0.081 0.013
-0.031 -0.010 0.127
-0.004 0.286 -0.175
-0.041 0.127 -0.219
0.062 -0.293 -0.154
-0.181 0.647 -0.380
0.473 -0.712 0.266
-0.572 1.398 -0.351
0.107 -0.568 0.214
0.225 -1.594 0.656
-0.072 0.416 -0.195
-0.070 0.209 -0.505
-0.083 0.551 -0.204
-0.037 0.131 0.062
0.011 -0.036 0.082
0.031 0.123 0.055
0.071 -0.303 0.151
-0.101 -0.491 -0.071
-0.225 0.032 0.208
0.295 -0.934 -0.260
-0.288 0.910 0.608
0.835 -1.378 -0.774
-0.323 0.618 0.160
-0.876 1.225 0.069
0.223 -0.307 0.034
0.206 -0.347 0.004
0.288 -0.402 -0.090
0.151 -0.043 -0.096
-0.005 0.099 -0.081
0.125 0.001 0.005
-0.171 0.261 0.064
-0.203 0.166 0.103
-0.103 -0.282 0.149
0.783 0.288 0.020
-0.822 -0.269 0.199
1.353 0.823 -0.205
-0.585 -0.327 -0.075
-1.352 -0.891 -0.037
0.490 0.508 0.091
0.384 0.252 0.010
0.484 0.295 -0.012
0.035 0.134 -0.058
-0.082 0.002 -0.023
0.034 0.135 0.000
-0.303 -0.177 -0.030
-0.161 -0.209 0.068

***

No. 2
DFT (wB97M-V/def2-TZVPD) results for a molecular structure, C4H2BrIS.

## Properties
**Net charge**: 0
**Frontier orbital gap (spin up / spin down)**: 6.949 / 7.063 eV
**Energy above the lowest of the compared OMol25 structures with the same formula, charge and spin**: 0.00 kJ/mol
**Energy**: -3423.27471 Eh

Each line ends with the Mulliken charge.
Cartesian coordinates (Å):
C  -0.775  0.478  1.149  0.030
C  -1.105  0.208  -0.139  -0.287
C  0.439  0.364  1.823  -0.324
C  0.871  -1.354  -1.246  -0.244
S  0.000  0.032  -1.509  0.022
Br  1.957  1.180  1.203  0.026
I  2.363  -1.638  -2.680  0.071
H  -1.609  0.581  1.840  0.298
H  -2.141  0.149  -0.441  0.408

Cartesian forces, eV/Å:
-0.723 -0.088 -0.717
0.224 0.035 0.114
0.705 -0.361 0.460
-0.146 -0.037 0.544
0.308 0.042 -0.383
0.075 0.191 -0.080
-0.217 0.170 -0.030
-0.106 0.039 -0.014
-0.120 0.010 0.105

***

No. 3
DFT (wB97M-V/def2-TZVPD) results for 2 unconnected molecules or ions with the total composition C3H9NO2S.

## Properties
**Spin multiplicity**: 2
**Net charge**: +1
**Frontier orbital gap (spin up / spin down)**: 9.464 / 4.595 eV
**Energy above the lowest of the compared OMol25 structures with the same formula, charge and spin**: 156.16 kJ/mol
**Energy**: -722.76822 Eh

Each line ends with the Mulliken charge.
Cartesian coordinates (Å):
O  2.145  2.251  -0.317  -0.365
C  2.304  1.093  -0.491  -0.121
C  1.785  0.051  0.489  0.155
C  0.411  -0.570  -0.287  -0.703
S  0.746  -2.077  -1.087  0.035
N  1.417  0.512  1.742  -0.424
H  2.835  0.713  -1.379  0.402
H  2.490  -0.761  0.558  0.443
H  -0.306  -0.723  0.515  0.374
H  0.118  0.184  -1.013  0.386
H  0.305  -2.926  -0.139  0.237
H  1.990  0.126  2.472  0.281
H  1.377  1.533  1.800  0.300
H  -7.222  0.444  -0.150  0.318
H  -6.957  1.785  0.505  0.321
O  -7.345  0.913  0.681  -0.639

Cartesian forces, eV/Å:
-0.182 0.701 0.282
0.154 0.107 -0.508
-0.271 -0.565 0.626
-0.128 -0.292 0.060
0.063 -0.110 -0.314
1.068 0.758 -0.641
-0.014 -0.323 -0.031
0.141 -0.365 0.005
-0.026 0.331 -0.174
-0.195 0.032 0.041
0.081 0.127 0.063
-0.194 -0.163 0.533
-0.495 -0.242 0.065
-0.107 -0.097 0.004
-0.242 -0.304 0.173
0.346 0.405 -0.184

***

No. 4
DFT (wB97M-V/def2-TZVPD) results for 3 unconnected molecules or ions with the total composition C5H8O.

## Properties
**Net charge**: 0
**Frontier orbital gap (spin up / spin down)**: 8.394 / 8.391 eV
**Energy above the lowest of the compared OMol25 structures with the same formula, charge and spin**: 570.64 kJ/mol
**Energy**: -270.34055 Eh

Each line ends with the Mulliken charge.
Cartesian coordinates (Å):
C  -0.846  -0.896  -0.159  -0.134
C  -1.014  0.459  -0.653  -0.503
C  -0.137  1.229  0.367  -0.141
C  1.126  0.798  0.430  -0.301
C  1.436  -0.453  -0.369  -0.415
O  0.364  -1.402  -0.091  -0.342
H  -1.328  -0.076  1.546  0.091
H  -1.632  -1.614  0.048  0.460
H  -0.555  0.594  -1.639  0.261
H  -2.056  0.778  -0.674  0.224
H  -0.974  0.750  1.502  -0.047
H  1.813  1.086  1.220  0.325
H  2.351  -0.969  -0.076  0.279
H  1.450  -0.285  -1.452  0.243

Cartesian forces, eV/Å:
0.038 0.040 -0.075
-0.085 -0.093 -0.011
0.266 -0.132 -0.080
-0.136 0.036 0.083
0.113 0.057 -0.136
-0.190 0.029 0.096
0.062 0.029 -0.043
0.076 0.128 0.004
-0.003 -0.016 0.110
0.156 -0.047 0.028
-0.069 -0.090 0.024
-0.099 -0.037 -0.113
-0.122 0.096 -0.031
-0.008 -0.002 0.143

***

No. 5
DFT (wB97M-V/def2-TZVPD) results for 2 unconnected molecules or ions with the total composition C9H14N3.

## Properties
**Net charge**: +1
**Frontier orbital gap**: 8.972 eV
**Energy above the lowest of the compared OMol25 structures with the same formula, charge and spin**: 102.78 kJ/mol
**Energy**: -515.33268 Eh

Each line ends with the Mulliken charge.
Cartesian coordinates (Å):
C  -1.521  -2.645  0.164  -0.515
C  -2.798  -2.103  -0.049  -0.871
C  -0.383  -1.902  0.252  -0.607
C  -3.011  -0.757  -0.064  -0.897
C  -0.553  -0.513  0.114  0.487
C  -1.850  -0.008  -0.030  1.028
C  -0.571  1.766  0.158  -0.256
C  -2.922  2.246  -0.157  -0.935
C  3.505  -0.621  -0.436  -0.989
N  0.358  0.501  0.229  0.004
N  -1.800  1.352  0.065  0.101
N  3.023  0.514  0.383  -0.739
H  -1.349  -3.649  0.263  0.470
H  -3.541  -2.860  0.014  0.384
H  0.460  -2.466  0.449  0.453
H  -3.931  -0.343  -0.136  0.391
H  -0.072  2.737  0.009  0.372
H  -3.852  1.710  -0.176  0.296
H  -3.033  2.910  0.602  0.418
H  -2.770  2.760  -1.098  0.363
H  3.277  -1.481  0.093  0.317
H  2.929  -0.572  -1.302  0.361
H  4.429  -0.465  -0.797  0.421
H  1.388  0.641  0.270  0.454
H  3.196  1.378  -0.163  0.272
H  3.493  0.665  1.252  0.218

Cartesian forces, eV/Å:
0.055 2.158 -0.540
0.425 -0.947 0.882
-1.828 1.147 -0.472
2.534 -1.837 -0.259
0.944 -0.778 0.406
0.063 -0.230 0.652
5.048 -3.938 0.049
-0.089 -1.249 -2.038
-2.571 1.995 1.402
-5.933 5.473 -0.683
0.575 1.214 -0.509
-0.079 1.567 -1.334
-0.268 -2.553 0.187
-1.141 0.011 -0.358
2.131 -0.249 0.291
-2.700 1.142 -0.164
-0.950 -0.442 0.411
-0.157 -0.460 -0.261
0.106 2.079 2.315
-0.137 0.089 -0.137
0.223 -1.948 0.741
-1.404 -0.353 -1.533
3.757 -0.091 -0.542
0.874 -0.922 0.434
0.061 -0.589 0.533
0.460 -0.292 0.528